Entry from OMol25: a molecular structure, C16H44BF4N6O8Zn (wB97M-V/def2-TZVPD).

```
80
Properties=species:S:1:pos:R:3:forces:R:3
Zn -4.065835 -2.658074 1.200093 1.58 2.46 -0.46
F -1.774422 -1.337740 0.501856 -0.56 0.35 -0.67
F -1.108453 0.894445 0.092978 -0.58 -0.50 -0.19
F -0.469407 -0.202890 1.980564 -0.26 -0.33 0.20
F 0.363227 -0.850589 -0.055558 -0.04 0.11 0.03
O 2.896283 1.074170 1.716345 -1.05 0.02 -0.12
O 4.869833 1.602802 -2.656306 0.71 0.75 -0.09
O 1.473929 3.578729 3.950672 -0.79 0.21 0.02
O -4.309274 -1.235737 -0.255666 -0.75 -1.26 0.99
O 0.815469 4.901880 -2.120922 -0.48 -0.23 0.33
O 0.016733 -4.089738 1.085605 -0.74 0.05 -0.67
O -4.486068 -1.353719 2.703968 -1.19 1.40 0.80
O 1.039518 -3.486149 -2.805142 0.15 0.50 -0.32
N -2.407454 -2.874325 2.381705 0.97 -0.05 0.49
N 0.870756 -2.441006 -4.837272 -0.04 0.79 0.74
N -3.325694 -0.196392 -2.005470 -1.44 0.27 0.09
N 1.038036 -1.214846 -2.923665 -0.33 1.39 0.19
N 1.969236 1.942141 -2.786076 -0.73 -1.56 0.71
N -5.534300 0.207921 -1.547720 0.32 0.66 -0.89
C 1.582248 2.232397 3.523230 0.28 -0.24 -0.49
C 2.177741 2.240759 2.091078 0.54 0.74 0.77
C -0.325432 -4.319052 2.436090 1.15 1.63 -1.06
C 1.972927 5.116256 -2.909082 -1.03 -1.01 -0.19
C -5.580472 -0.399796 2.783700 -0.92 -0.44 -1.10
C 3.937335 0.572598 -2.548898 -0.42 -0.47 1.44
C 0.992345 -2.455207 -3.473051 -0.28 -1.26 0.51
C 0.650115 2.400479 -2.335727 0.62 1.60 -1.16
C -4.381745 -0.448358 -1.229415 -0.51 -0.46 0.17
C 0.666104 3.662232 -1.449911 -0.94 -0.39 0.87
C 2.697247 1.096372 -1.775043 0.02 1.21 -1.81
C -3.456378 -0.978601 3.610848 1.02 -0.41 0.27
C -2.464495 -2.142447 3.680598 -0.64 0.19 0.74
C 5.829044 1.713501 -1.593794 -0.88 -0.33 -0.34
C 1.347090 -3.703554 0.817280 0.78 -0.08 0.88
C -1.840125 -4.223771 2.463699 0.71 -2.45 1.25
B -0.770647 -0.355756 0.607733 1.55 0.70 0.32
H 2.077614 0.292530 -1.418164 -0.17 0.01 0.11
H -0.305422 3.704468 -0.946101 -0.27 0.28 -0.40
H 5.402783 1.867372 -0.597904 -0.46 -0.14 -0.06
H -0.001021 1.613963 -1.969948 0.38 -0.27 0.59
H 2.879780 1.797389 -0.958739 0.83 -0.64 0.46
H 6.410485 2.607200 -1.794921 0.37 -0.25 -0.26
H -3.541297 0.502126 -2.696038 1.07 0.00 -0.28
H -2.916611 -0.072042 3.323326 -0.39 0.02 -0.57
H 0.164855 -3.501073 2.989688 -0.30 -0.09 0.51
H -1.499713 -1.673731 3.875761 0.13 -0.40 0.11
H 0.601316 1.756340 3.458396 -0.24 0.34 0.21
H 3.663863 0.211956 -3.541606 -0.30 0.57 -0.10
H 0.140960 2.727628 -3.253226 -0.13 0.12 0.03
H -6.500175 0.031403 -1.336960 0.31 -0.84 0.87
H 0.737975 -1.517779 -5.201882 0.10 -0.28 -0.88
H 6.377946 0.773364 -1.579666 0.57 0.19 0.12
H 2.857539 3.094291 2.046488 0.24 -0.14 0.09
H 0.124803 -5.248943 2.794961 -0.55 -0.23 0.14
H 0.835354 -0.362462 -3.425374 0.34 -0.22 -0.51
H -2.746054 -2.791731 4.509522 0.10 -0.28 -0.23
H 2.021904 -4.523461 1.085812 0.08 -0.07 -0.26
H 1.016477 -1.005129 -1.938510 -0.11 -1.15 0.08
H 0.896748 -3.274113 -5.388359 -0.04 -0.04 -0.01
H 1.650404 -2.855901 1.444967 -0.20 0.12 -0.01
H -6.076600 -0.296271 3.748726 0.54 -0.57 0.34
H -2.403231 -0.466071 -1.718210 0.30 0.10 0.03
H -2.152566 -4.870863 1.641821 -0.27 0.31 -0.13
H -5.515003 0.810441 -2.357000 0.30 0.05 0.05
H 1.760707 6.051564 -3.422331 0.67 0.25 0.31
H 1.476792 -3.416136 -0.221192 -0.36 -0.25 -0.12
H -6.307853 -0.827224 2.094563 -0.20 0.38 -0.02
H 2.205412 0.513715 1.337405 0.43 -0.38 -0.03
H 4.353365 -0.342026 -2.102621 0.21 0.25 0.49
H 2.543568 2.752421 -2.956845 0.21 -0.13 -0.12
H -3.890093 -0.788072 4.593640 -0.07 -0.16 -0.02
H 2.135862 1.636622 4.251303 0.43 -0.04 -0.32
H -1.613414 -2.343856 2.007489 -0.70 -0.03 -1.39
H 2.135617 3.811311 4.603246 0.16 -0.25 -0.03
H 1.379950 2.510843 1.394114 -0.09 -0.37 -0.11
H -5.323838 0.609397 2.464407 0.53 -0.19 -0.21
H 1.291884 3.597232 -0.552256 0.84 -0.12 -0.42
H 2.871991 5.036804 -2.291518 0.17 0.46 -0.24
H 1.986889 4.352487 -3.696973 0.36 0.16 -0.09
H -2.114968 -4.754920 3.381388 -0.62 0.37 0.02
```
Forces are in eV/Å.

E_HOMO = -10.00 eV
Max |F| = 0.0576 Eh/bohr
Net charge = +1


Entry from OMol25: a single C4H5NO molecule (wB97M-V/def2-TZVPD).

```
11
Properties=species:S:1:pos:R:3:forces:R:3
O 1.278708 0.170546 0.127929 -0.06 0.13 0.07
N -0.652233 1.594218 0.825668 1.05 0.92 0.52
C 1.265779 -1.037657 -0.511948 -0.33 -0.11 -0.07
C -0.033991 0.474175 0.245401 -0.12 0.56 0.30
C -0.901037 -0.410478 -0.249084 0.30 0.94 0.52
C -0.007217 -1.462455 -0.777975 -0.21 0.18 0.10
H -0.667182 1.656128 1.827697 0.30 0.28 0.14
H -0.611753 2.464723 0.327479 0.30 0.27 0.17
H 2.253167 -1.452186 -0.698807 -0.44 0.01 -0.02
H -0.205158 -2.403008 -1.286829 -0.20 0.35 0.19
H -1.719083 0.405994 0.170468 -0.59 -3.53 -1.92
```
Forces are in eV/Å.

Energy relative to the best compared isomer or geometry (same formula, charge and spin) = 69.8 kcal/mol
SMILES string = Nc1ccco1
E_HOMO = -8.71 eV
Max |F| = 0.0791 Eh/bohr


Entry from OMol25: 2 unconnected molecules or ions with the total composition C2HCl3O (wB97M-V/def2-TZVPD).

```
7
Properties=species:S:1:pos:R:3:forces:R:3
Cl 0.927363 -1.714599 -0.741348 -0.19 0.57 -0.04
Cl 1.877786 -0.625787 1.697694 0.12 0.72 -0.23
Cl 2.239266 0.881688 -0.904594 -0.36 -0.41 0.86
O -2.739435 1.407823 0.347433 -0.19 -0.81 -0.87
C -1.948694 0.581131 0.096047 1.47 0.10 0.91
C 1.361502 -0.241798 0.101492 0.26 -0.82 -0.56
H -1.717787 -0.288458 -0.596727 -1.12 0.64 -0.08
```
Forces are in eV/Å.

Energy relative to the best compared isomer or geometry (same formula, charge and spin) = 78.8 kcal/mol
E_HOMO (spin up / spin down) = -9.10 / -7.79 eV
Max |F| = 0.0337 Eh/bohr


Entry from OMol25: a molecular structure, C27H49Cl3GeN6OOsP2S (wB97M-V/def2-TZVPD).

```
91
Properties=species:S:1:pos:R:3:forces:R:3
Os 1.744254 1.143129 0.702983 -0.92 -1.10 -1.52
Ge -0.054581 0.128005 -3.088459 -0.81 -0.64 0.11
Cl 1.398071 -0.538492 -4.504026 0.37 -0.04 -0.10
Cl 1.778097 1.154072 -1.548886 0.44 0.28 -0.23
Cl -0.786755 2.067634 -3.696078 0.00 0.26 0.02
S -0.636470 -0.934547 -0.747772 0.07 -0.39 0.15
P 2.656051 -0.685506 1.959502 0.71 0.69 0.81
P 4.056843 1.566326 0.290227 -0.20 0.09 0.20
O 0.004044 0.805724 1.790985 0.50 0.17 0.52
N -1.768613 -3.322930 -0.323328 -0.24 0.14 0.22
N -0.386204 -3.207949 -2.153404 -0.19 0.09 -0.04
N -1.000936 1.475044 6.277877 0.02 -0.02 -0.11
N 0.110592 1.149098 3.105276 -0.36 0.00 -0.73
N -1.888352 3.718808 -0.257960 0.07 0.15 0.14
N -3.033270 0.003975 2.470415 0.04 0.14 0.14
C -0.409961 3.627142 -0.600847 0.12 -0.02 0.06
C -2.963271 -3.551257 -4.815692 0.04 0.03 -0.05
C -2.267462 2.849060 0.895500 -0.03 0.04 -0.06
C 4.462908 -0.680962 1.752029 0.02 -0.14 -0.25
C 1.420268 3.104473 1.158988 0.99 -0.05 1.06
C 0.549961 3.989983 0.502114 -0.09 0.02 0.12
C 2.185847 4.877817 2.627806 -0.07 -0.04 0.07
C 2.096366 -2.344589 1.566825 -0.46 0.10 -0.34
C -1.463572 -3.305214 -4.947661 -0.11 -0.12 0.06
C -0.968249 -2.633137 -1.105082 0.14 0.08 -0.26
C -0.980476 0.941671 3.746889 -0.29 0.06 0.37
C -0.605234 -4.388961 -4.293605 0.00 0.13 0.00
C -0.760637 -4.491615 -2.780047 0.05 0.01 0.02
C -4.671804 -4.499224 -0.911729 0.02 -0.03 0.10
C -3.981985 -2.360099 0.364117 -0.04 -0.24 -0.01
C -2.405973 5.114289 -0.066890 -0.01 -0.06 -0.04
C 2.189673 3.549048 2.233680 -0.17 0.24 0.10
C 4.775949 0.789212 -1.179295 0.01 0.02 -0.03
C -4.976614 -3.514599 0.217210 0.03 0.05 -0.11
C 4.672220 3.253630 0.245032 -0.11 0.12 -0.11
C 4.936941 0.758601 1.655568 0.12 0.12 0.21
C -0.995111 1.241940 5.153552 -0.07 -0.04 -0.04
C -2.581648 -2.788990 0.794076 -0.01 0.10 -0.21
C 2.464637 -0.520567 3.744438 -0.22 -0.02 0.08
C 1.428460 5.788598 1.908516 0.00 0.06 -0.01
C -2.156273 0.421048 3.083155 0.18 0.00 0.08
C 0.637871 5.341042 0.866060 0.02 0.00 -0.03
H -5.537116 -5.126720 -1.120322 0.02 -0.01 0.01
H -0.264084 4.278757 -1.461142 -0.03 -0.03 -0.07
H 4.731298 1.299319 2.584031 0.02 0.04 -0.02
H -2.035173 -1.948462 1.219105 0.01 -0.03 0.00
H 4.528927 1.364984 -2.069022 0.04 0.00 -0.02
H -1.220205 -2.323505 -4.520221 0.04 0.03 -0.05
H -4.418585 -3.976298 -1.837192 0.00 0.00 -0.02
H -2.102456 5.731243 -0.909166 0.01 -0.01 -0.01
H -1.781882 3.237780 1.787726 0.03 0.00 0.00
H 4.416935 -0.229019 -1.320643 0.02 -0.02 0.00
H 5.860335 0.778983 -1.058111 0.00 0.00 -0.03
H 1.045053 -2.459632 1.831806 0.01 0.00 0.01
H 0.078032 6.070129 0.292840 0.00 -0.02 0.01
H -0.122286 -5.283587 -2.387256 -0.03 -0.03 0.05
H -3.298576 -3.498606 -3.777480 -0.01 -0.02 0.01
H 6.012161 0.825342 1.481162 0.02 -0.03 0.00
H 2.795313 2.845448 2.798072 0.03 0.02 -0.07
H -0.874638 -5.360717 -4.711854 0.08 -0.01 0.00
H -3.860014 -5.191384 -0.656792 0.00 0.04 -0.02
H 2.789159 5.200291 3.466641 -0.02 -0.01 0.00
H 4.726172 -1.242243 0.852237 0.00 -0.02 0.01
H 4.483668 3.767819 1.183428 0.05 0.01 -0.01
H 2.770967 0.464400 4.093460 0.00 0.01 0.00
H 1.433535 -0.686648 4.043992 0.01 0.00 0.03
H -5.043406 -4.052364 1.166392 -0.03 0.02 0.01
H -3.528537 -2.807017 -5.375961 0.00 -0.01 0.02
H -3.234473 -4.532405 -5.209533 0.00 0.02 0.03
H 0.451201 -4.224126 -4.528912 0.00 -0.05 -0.01
H -4.355043 -1.666512 1.119027 0.05 -0.01 -0.06
H -1.795824 -4.724002 -2.524554 -0.02 0.06 0.00
H -1.974193 -4.272370 -0.601772 0.06 -0.07 0.02
H 0.293397 -2.662142 -2.658400 0.02 0.02 -0.03
H -1.940428 1.832997 0.700103 0.02 -0.03 -0.02
H -3.898897 -1.808754 -0.579446 -0.05 0.06 0.04
H 4.903723 -1.204843 2.601358 0.01 -0.02 0.00
H -2.358616 3.347560 -1.085121 -0.02 -0.01 -0.02
H -5.961913 -3.080402 0.045804 -0.02 0.00 0.00
H -1.193344 -3.251920 -6.002825 0.02 0.03 0.01
H 5.746296 3.216584 0.055612 0.00 0.02 -0.01
H 2.703056 -3.016924 2.177524 0.02 -0.02 -0.03
H 2.226042 -2.576951 0.510499 0.05 -0.02 0.01
H -0.264948 2.603854 -0.924507 -0.08 -0.06 -0.09
H -2.015077 5.512088 0.863590 0.00 -0.02 0.02
H 3.093935 -1.283591 4.207160 0.02 0.01 -0.02
H -2.638565 -3.572043 1.550222 0.08 -0.04 -0.01
H 4.188385 3.807061 -0.561289 0.02 0.01 0.01
H 1.452772 6.841973 2.155223 0.00 -0.03 -0.01
H -3.347059 2.877640 1.018196 -0.01 0.02 -0.02
H -3.490621 5.068206 -0.015745 -0.01 -0.02 0.00
```
Forces are in eV/Å.

Energy relative to the best compared isomer or geometry (same formula, charge and spin) = 50.5 kcal/mol
E_HOMO (spin up / spin down) = -15.68 / -16.73 eV
2S+1 = 2
Max |F| = 0.0406 Eh/bohr
Net charge = +3